No. 1
Here is a structure of composition C6H8FeO6 at a distorted geometry from the OMol25 dataset. Energies are from ωB97M-V/def2-TZVPD.

Its highest occupied orbital energy (spin up / spin down) is -15.52 / -15.48 eV. For the energy relative to the best compared isomer or geometry (same formula, charge and spin), the calculation gives 1.914 eV. As for the expectation value of S²: 12.017. As for the net charge: +2. The max |F| comes out at 0.1048 hartree/bohr. As for the calculated total energy: -1947.67829 a.u. Its multiplicity is 7.

Geometry (Å):
H: -1.628710 0.353872 0.363776
O: 0.450242 -1.469965 -0.668460
C: -0.350358 -0.563127 -0.333015
C: -1.795833 -0.789185 -0.042909
C: -2.733986 -0.706369 -1.239890
C: -4.037935 0.023767 -0.984540
O: -4.797059 -0.676214 0.010905
C: -5.997961 -0.201044 0.285787
O: -6.535662 0.730135 -0.265324
O: -6.449441 -0.800047 1.382093
H: 0.108706 0.409913 -0.054811
H: -1.964746 -1.648979 0.615404
H: -2.946658 -1.716418 -1.618948
H: -2.248097 -0.156056 -2.061389
H: -4.634036 0.071371 -1.905046
H: -3.854301 1.048454 -0.632530
H: -7.283206 -0.392358 1.648601
O: 2.523549 0.254386 -0.904558
C: 2.738992 -0.793577 -1.398661
O: 3.430954 -1.262318 -2.250833
Fe: 4.712779 -0.088458 -3.345317

Forces on the atoms, in the same order (eV/Å):
-2.8 -2.8 0.7
-2.8 2.2 1.0
4.1 -3.3 -1.0
0.1 3.8 0.8
0.0 -0.4 -1.3
-0.9 0.4 0.5
1.8 -0.8 -0.5
-1.4 2.0 0.8
0.6 -0.8 -0.2
0.3 -0.5 -0.1
0.2 -0.2 -0.7
0.2 0.4 0.2
0.2 0.2 0.2
-0.2 -0.1 0.2
0.3 0.0 0.1
-0.1 -0.1 -0.1
-0.1 0.1 -0.2
-1.4 -2.0 0.9
2.2 4.4 -0.7
-0.6 -2.5 -0.1
0.5 0.2 -0.4

=====

No. 2
Here is a cluster of 2 separate species, C2H6N3 in total at a distorted geometry from the OMol25 dataset. Energies are from ωB97M-V/def2-TZVPD.

Its highest occupied orbital energy is -12.80 eV. For the energy relative to the best compared isomer or geometry (same formula, charge and spin), the calculation gives 4.189 eV. As for the net charge: +1. The max |F| comes out at 0.1149 hartree/bohr. As for the calculated total energy: -243.68099 a.u.

Geometry (Å):
C: -1.744928 -0.151545 -0.354326
C: 2.491669 0.277788 1.051211
N: -1.244362 -0.491245 0.643241
N: 1.909024 0.331762 -0.095202
N: -2.423887 0.177670 -1.334895
H: 2.391073 -0.266201 1.989144
H: -1.913455 1.032627 -1.791686
H: 3.621096 0.667413 1.025210
H: -0.926808 -1.316497 1.165143
H: -3.045345 -0.339625 -1.956195
H: 0.885919 0.077854 -0.341647

Forces on the atoms, in the same order (eV/Å):
0.8 -2.9 3.7
2.7 0.0 -2.3
-0.8 -0.4 -0.7
-1.1 0.6 0.7
1.0 4.4 -3.8
-1.4 0.1 0.1
-1.6 -1.7 0.4
-2.4 -0.5 -0.1
0.4 0.9 -0.2
0.0 -0.3 0.6
2.4 -0.2 1.6

=====

No. 3
Here is an isolated molecule of C4H8O2 from the OMol25 dataset. Energies are from ωB97M-V/def2-TZVPD.

Its highest occupied orbital energy is -8.37 eV. For the energy relative to the best compared isomer or geometry (same formula, charge and spin), the calculation gives 4.916 eV. As for the net charge: 0. The max |F| comes out at 0.0122 hartree/bohr. As for the calculated total energy: -307.53178 a.u.

Geometry (Å):
C: -2.303373 -0.591205 0.392850
C: -1.076800 0.087731 -0.175999
O: -0.073807 0.090872 0.865890
C: 1.075664 0.733072 0.651686
O: 1.204106 1.258468 -0.520438
C: 2.545945 0.138244 -0.269066
H: -2.070187 -1.616503 0.695164
H: -2.673433 -0.050139 1.268784
H: -3.098331 -0.622930 -0.359500
H: -0.685313 -0.444820 -1.049446
H: -1.285914 1.116795 -0.483020
H: 3.342395 0.684594 0.220615
H: 2.659338 0.093574 -1.356128
H: 2.439714 -0.877759 0.118614

Forces on the atoms, in the same order (eV/Å):
0.0 0.0 0.0
-0.2 0.0 -0.2
0.2 0.1 0.0
-0.4 0.2 -0.1
0.1 -0.2 0.4
0.5 -0.2 -0.3
0.0 0.1 0.0
0.0 -0.1 -0.1
0.1 0.0 0.1
-0.1 0.1 0.1
0.0 -0.1 0.0
-0.2 -0.1 -0.1
0.0 0.0 0.1
-0.1 0.2 0.0

=====

No. 4
Here is an isolated molecule of C21H26N2O5S2 from the OMol25 dataset. Energies are from ωB97M-V/def2-TZVPD.

Its highest occupied orbital energy is -9.18 eV. For the energy relative to the best compared isomer or geometry (same formula, charge and spin), the calculation gives 0.000 eV. As for the net charge: 0. The max |F| comes out at 0.0188 hartree/bohr. As for the calculated total energy: -2097.93574 a.u.

Geometry (Å):
C: -4.011067 -2.920053 0.236665
C: -3.334489 -1.553359 0.283680
O: -1.971295 -1.678148 -0.126516
C: -1.073005 -2.013789 0.811657
O: -1.349051 -2.195325 1.973380
C: 0.300651 -2.054868 0.262227
C: 0.544359 -2.127347 -1.107790
C: 1.837586 -2.095746 -1.583375
C: 2.911183 -1.993226 -0.697402
N: 4.209313 -1.933718 -1.172752
S: 5.446429 -1.144992 -0.362203
O: 6.455184 -0.943511 -1.352532
O: 5.770848 -1.827519 0.847079
C: 4.711401 0.407713 0.069795
C: 4.652298 0.979191 1.302480
C: 4.028608 2.245014 1.274074
C: 3.631820 2.599316 0.022985
S: 4.011694 1.398469 -1.146965
C: 2.671197 -1.948843 0.676290
C: 1.376222 -1.983723 1.146493
C: -4.062923 -0.569853 -0.648100
O: -5.073071 -0.952078 -1.212124
N: -3.619910 0.702321 -0.800449
C: -4.380124 1.529650 -1.725285
C: -2.452850 1.401819 -0.264360
C: -1.184959 1.128412 -1.084170
C: -0.053921 2.048533 -0.632119
C: 0.198098 1.901539 0.865315
C: -1.077181 2.194752 1.650822
C: -2.183944 1.228967 1.230751
H: -3.962064 -3.322470 -0.771640
H: -3.509940 -3.595205 0.926054
H: -5.053863 -2.818990 0.519313
H: -3.367465 -1.180894 1.315511
H: -0.283716 -2.210756 -1.794419
H: 2.028693 -2.150410 -2.645015
H: 4.330576 -1.937488 -2.173169
H: 5.045782 0.502281 2.180626
H: 3.886814 2.859018 2.144473
H: 3.139570 3.499823 -0.286315
H: 3.508020 -1.906323 1.353441
H: 1.172845 -1.949906 2.206051
H: -4.842107 2.362865 -1.192138
H: -5.159655 0.919493 -2.174999
H: -3.728675 1.919373 -2.508499
H: -2.694676 2.464881 -0.396685
H: -0.881200 0.091542 -0.965212
H: -1.396350 1.294817 -2.142791
H: 0.854755 1.807511 -1.188032
H: -0.318078 3.086201 -0.852277
H: 0.991818 2.582984 1.177049
H: 0.531139 0.882878 1.078208
H: -0.888424 2.085710 2.719892
H: -1.390579 3.225513 1.468272
H: -3.098301 1.430900 1.792854
H: -1.844032 0.227030 1.471881

Forces on the atoms, in the same order (eV/Å):
0.2 0.3 0.0
-0.6 -0.4 0.4
0.0 0.0 -0.2
0.1 0.0 0.4
0.0 0.0 -0.2
0.2 -0.1 -0.1
0.0 0.0 0.2
0.3 0.0 0.0
-0.7 -0.1 0.5
0.9 0.2 0.1
-0.2 0.3 -0.3
-0.1 0.0 -0.2
-0.3 0.0 0.1
0.2 -0.4 -0.4
0.1 -0.3 0.0
0.0 0.1 -0.1
0.1 -0.3 -0.3
0.0 0.2 0.3
-0.1 -0.1 -0.1
-0.3 0.0 -0.1
0.3 -0.1 0.2
-0.2 -0.3 0.0
-0.1 0.4 -0.2
-0.3 -0.1 -0.2
0.4 -0.3 0.2
0.0 0.4 0.0
0.1 -0.2 0.1
-0.1 0.3 -0.1
0.1 -0.3 0.0
-0.1 0.3 -0.1
-0.1 0.0 -0.1
0.0 0.0 0.1
-0.1 0.0 0.0
0.1 0.0 -0.2
0.0 0.0 -0.1
0.0 0.0 -0.1
0.2 0.1 -0.1
0.1 -0.1 0.2
0.0 0.1 0.1
-0.1 0.2 -0.1
0.0 0.0 0.2
0.0 0.0 0.1
0.0 0.0 0.0
0.1 0.2 0.0
0.0 0.1 0.0
0.0 -0.1 0.0
-0.1 0.0 0.0
0.0 -0.1 -0.1
0.0 0.1 -0.1
0.0 0.1 0.0
0.0 -0.1 0.0
0.1 -0.1 0.0
0.0 0.1 0.0
0.0 0.1 0.0
0.0 -0.1 0.0
-0.1 -0.1 0.0

=====

max |F| of number 1 (C6H8FeO6)? 0.1048 hartree/bohr

=====

calculated total energy of number 1 (C6H8FeO6)? -1947.67829 a.u.

=====

What is the formula in the fourth record? C21H26N2O5S2

=====

The lowest max |F| belongs to which entry? C4H8O2